This record from the Open Molecules 2025 dataset describes one molecule with the formula C4H5NO at a distorted geometry. The level of theory is the ωB97M-V functional and the def2-TZVPD basis.

Summary:
HOMO-LUMO gap: 0.3942 hartree
HOMO: -9.8 eV
Total energy: -7763.952 eV
Energy above the lowest of the compared OMol25 structures with the same formula, charge and spin: 248.4 kJ/mol

ORCA input file:
```
! wB97M-V def2-TZVPD RIJCOSX def2/J DEFGRID3
* xyz 0 1
O -0.43928 -0.97486 2.23554
C -0.17808 -0.58220 1.13052
C 0.30703 -1.17751 -0.20449
N 0.89740 0.19902 -0.54265
C -0.30733 1.01543 -0.82064
C 0.09340 0.77087 0.58716
H 1.01082 -2.02092 -0.20991
H -0.54677 -1.42697 -0.84323
H -1.04409 0.49719 -1.42262
H -0.28240 2.08684 -1.05210
H 0.48930 1.61312 1.14243
*
```

---

This record from the Open Molecules 2025 dataset describes a 7-piece molecular cluster, C7H28N14O7 overall at a distorted geometry. The level of theory is the ωB97M-V functional and the def2-TZVPD basis.

Summary:
HOMO-LUMO gap: 0.3084 hartree
HOMO: -8.5 eV
Total energy: -42914.004 eV
Energy above the lowest of the compared OMol25 structures with the same formula, charge and spin: 115.9 kJ/mol

ORCA input file:
```
! wB97M-V def2-TZVPD RIJCOSX def2/J DEFGRID3
* xyz 0 1
N -17.17089 -3.22639 14.06760
C -16.69644 -2.68701 15.23563
N -17.63867 -1.95400 15.88160
O -15.58483 -2.99358 15.67009
H -16.63639 -3.82545 13.46076
H -18.05259 -2.95564 13.65494
H -17.71910 -1.78671 16.86412
H -18.47830 -1.79978 15.35339
N -11.45852 -4.99461 13.87796
C -12.73249 -4.86404 14.40394
N -13.19693 -3.58430 14.47700
O -13.34835 -5.84709 14.81816
H -11.28266 -5.98664 13.85512
H -10.98010 -4.21800 13.43447
H -14.04008 -3.38167 15.04380
H -12.55843 -2.90831 14.08161
N -14.54498 -1.03675 12.65010
C -14.87875 0.15211 13.23616
N -13.84471 1.08270 13.22321
O -15.97226 0.47758 13.68441
H -15.33351 -1.67089 12.61316
H -13.59844 -1.35652 12.66222
H -13.19769 0.78548 12.51129
H -14.07657 2.04286 13.38658
N -10.77495 -0.17138 13.17445
C -10.81928 -1.34822 12.48504
N -10.76231 -1.23181 11.13682
O -11.11309 -2.41143 13.05891
H -10.92694 -0.34520 14.15562
H -10.67949 0.65957 12.62949
H -10.93478 -2.06967 10.61037
H -10.32089 -0.41610 10.75739
N -13.07069 -7.61944 7.98688
C -14.23532 -7.99445 7.38904
N -14.59367 -9.29292 7.46713
O -14.96066 -7.15914 6.83629
H -12.38788 -8.33786 8.14870
H -12.85146 -6.64929 8.08427
H -13.92384 -9.97410 7.76764
H -15.44441 -9.43500 6.94696
N -18.28639 -3.05880 10.58529
C -19.20020 -2.29942 11.20229
N -20.19561 -1.79084 10.42525
O -19.11584 -1.99806 12.40085
H -18.32899 -3.34461 9.62483
H -17.43042 -3.33296 11.05243
H -20.13528 -1.74312 9.42875
H -20.86911 -1.27949 10.96843
N -13.22727 -4.21509 11.17055
C -14.53712 -4.46072 10.96422
N -14.81963 -5.57479 10.23198
O -15.43646 -3.83471 11.53893
H -12.98159 -3.52704 11.86250
H -12.53443 -4.81476 10.76950
H -14.07913 -6.13806 9.86536
H -15.78671 -5.75196 10.04152
*
```

---

This record from the Open Molecules 2025 dataset describes a 2-piece molecular cluster, C2H6N2O overall at a distorted geometry. The level of theory is the ωB97M-V functional and the def2-TZVPD basis.

Summary:
HOMO-LUMO gap: 0.3769 hartree
HOMO: -9.7 eV
Total energy: -7197.003 eV
Energy above the lowest of the compared OMol25 structures with the same formula, charge and spin: 268.7 kJ/mol

ORCA input file:
```
! wB97M-V def2-TZVPD RIJCOSX def2/J DEFGRID3
* xyz 0 1
H -0.13817 2.20149 0.59062
N 0.44676 1.54463 0.08384
C 1.04379 0.66207 0.76218
N 1.37971 -0.57988 0.19984
H 1.13871 0.72919 1.85221
H 2.36327 -0.69981 -0.03079
H 0.89297 -0.96600 -0.60612
C -1.80987 -0.60079 -0.79131
O -1.00698 -1.24763 -1.42305
H -2.82473 -1.04344 -0.70439
H -1.48547 0.00018 0.06696
*
```

---

This record from the Open Molecules 2025 dataset describes a 2-piece molecular cluster, C3H7O2S overall at a distorted geometry. The level of theory is the ωB97M-V functional and the def2-TZVPD basis.

Summary:
HOMO-LUMO gap: 0.2553 hartree
HOMO: -3.0 eV
Total energy: -18154.771 eV
Energy above the lowest of the compared OMol25 structures with the same formula, charge and spin: 177.9 kJ/mol

ORCA input file:
```
! wB97M-V def2-TZVPD RIJCOSX def2/J DEFGRID3
* xyz -1 1
O -3.08798 0.62268 -0.58602
C -1.91958 0.66466 -0.24711
C -0.74773 1.24245 -1.18854
C 0.56384 0.39360 -1.04463
S 1.38776 0.39951 0.52830
H -1.72002 0.08312 0.65541
H -1.11661 1.37357 -2.12679
H -0.45696 2.30881 -0.80827
H 0.46152 -0.68523 -1.35264
H 1.23520 0.94369 -1.91126
H 2.06091 -2.19423 1.10984
H 1.03173 -2.68803 2.22065
O 1.70309 -3.03994 1.66625
*
```

---

This record from the Open Molecules 2025 dataset describes one molecule with the formula C16H16N2O3S at a distorted geometry. The level of theory is the ωB97M-V functional and the def2-TZVPD basis.

Summary:
HOMO-LUMO gap: 0.3190 hartree
HOMO: -8.3 eV
Total energy: -36811.464 eV
Energy above the lowest of the compared OMol25 structures with the same formula, charge and spin: 0.0 kJ/mol

ORCA input file:
```
! wB97M-V def2-TZVPD RIJCOSX def2/J DEFGRID3
* xyz 0 1
O 0.56135 0.66157 2.77449
C 0.93917 1.68265 2.24963
O 1.09760 2.81809 2.92039
C 1.21379 1.79898 0.77424
C 2.24959 2.83152 0.30794
C 3.60838 2.51616 0.94920
C 4.08725 1.26243 0.18686
C 2.90167 0.95452 -0.73143
C 2.45996 2.36239 -1.13242
C 1.74511 0.47734 0.15974
C 0.64397 -0.25798 -0.58911
O 0.60639 -0.42138 -1.77753
N -0.32010 -0.69951 0.29820
C -1.46172 -1.36656 -0.03094
N -1.85239 -1.68993 -1.19703
C -3.04444 -2.35322 -1.17756
C -3.72306 -2.83601 -2.29027
C -4.92470 -3.48938 -2.10747
C -5.45960 -3.66835 -0.83512
C -4.80263 -3.19644 0.28637
C -3.59826 -2.54134 0.10958
S -2.54801 -1.84355 1.31173
H 0.86835 2.70219 3.85715
H 0.24371 2.05289 0.32587
H 1.92433 3.85977 0.44999
H 3.51954 2.34078 2.02009
H 4.29310 3.35144 0.80649
H 4.31979 0.43247 0.85298
H 4.97803 1.47798 -0.40259
H 3.11653 0.26785 -1.54633
H 1.55126 2.36736 -1.73003
H 3.24051 2.91513 -1.65029
H 2.10788 -0.18932 0.94801
H -0.17145 -0.50426 1.28704
H -3.29559 -2.69021 -3.26879
H -5.46033 -3.86923 -2.96449
H -6.40126 -4.18335 -0.71892
H -5.21373 -3.33353 1.27434
*
```

---

This record from the Open Molecules 2025 dataset describes an isolated ion of composition C4H7N2 and charge +1 at a distorted geometry. The level of theory is the ωB97M-V functional and the def2-TZVPD basis.

Summary:
HOMO-LUMO gap: 0.3415 hartree
HOMO: -13.8 eV
Total energy: -7232.651 eV
Energy above the lowest of the compared OMol25 structures with the same formula, charge and spin: 297.9 kJ/mol

ORCA input file:
```
! wB97M-V def2-TZVPD RIJCOSX def2/J DEFGRID3
* xyz 1 1
C -0.42031 0.82224 1.70174
N -0.14913 -0.12980 0.60326
C 0.57342 0.26494 -0.43711
C 0.56579 -0.08719 -1.78644
C 0.50959 -1.36152 -2.28547
N 0.42669 -2.47693 -2.62767
H -0.04289 1.74507 1.22746
H -1.53036 0.98192 1.80250
H 0.21869 0.37433 2.42679
H -0.66034 -0.99230 0.42134
H 0.87293 1.30251 -0.44316
H 1.06766 0.71983 -2.39052
H 0.78424 -3.34231 -2.95727
*
```